Record 1
{
  "formula": "C24H75N15O15",
  "method": "the ωB97M-V functional and the def2-TZVPD basis",
  "fmax_ha_per_bohr": 0.1439,
  "charge": 0,
  "energy_ha": -2909.4202,
  "orbital_gap_ev": 9.10,
  "relative_energy_kcal_mol": 51.2,
  "smiles": "COC[C@H](C)N.COC[C@H](C)N.COC[C@H](C)N.NC(N)=O.NC(N)=O.NC(N)=O.NC(N)=O.NC(N)=O.NC(N)=O.OCCO.OCCO.OCCO",
  "lumo_ev": 0.40,
  "elements": ["C", "C", "C", "O", "C", "N", "H", "H", "H", "H", "H", "H", "H", "H", "H", "H", "H", "C", "C", "C", "O", "C", "N", "H", "H", "H", "H", "H", "H", "H", "H", "H", "H", "H", "C", "C", "C", "O", "C", "N", "H", "H", "H", "H", "H", "H", "H", "H", "H", "H", "H", "C", "C", "O", "O", "H", "H", "H", "H", "H", "H", "C", "C", "O", "O", "H", "H", "H", "H", "H", "H", "C", "C", "O", "O", "H", "H", "H", "H", "H", "H", "C", "O", "N", "N", "H", "H", "H", "H", "C", "O", "N", "N", "H", "H", "H", "H", "C", "O", "N", "N", "H", "H", "H", "H", "C", "O", "N", "N", "H", "H", "H", "H", "C", "O", "N", "N", "H", "H", "H", "H", "C", "O", "N", "N", "H", "H", "H", "H"],
  "xyz": [[12.537, 17.364, -16.440], [11.070, 17.512, -16.764], [10.950, 18.388, -18.013], [9.693, 18.958, -18.235], [9.271, 19.861, -17.154], [10.445, 16.209, -17.061], [12.764, 16.446, -15.899], [12.959, 18.221, -15.916], [13.086, 17.249, -17.375], [10.708, 17.955, -15.837], [11.147, 17.934, -18.985], [11.670, 19.206, -18.040], [9.125, 19.255, -16.260], [8.223, 20.090, -17.349], [9.873, 20.740, -16.921], [9.705, 16.360, -17.733], [11.125, 15.730, -17.635], [16.598, 16.340, -24.392], [15.442, 15.982, -25.331], [14.380, 14.957, -24.848], [14.973, 13.652, -24.970], [14.147, 12.529, -24.964], [14.817, 17.229, -25.647], [17.179, 15.494, -24.024], [16.359, 16.814, -23.440], [17.290, 16.941, -24.982], [15.861, 15.617, -26.268], [13.526, 15.125, -25.504], [14.090, 15.262, -23.843], [14.755, 11.633, -24.844], [13.584, 12.544, -25.897], [13.504, 12.440, -24.089], [14.092, 17.131, -26.342], [15.504, 17.825, -26.088], [13.124, 24.612, -22.481], [12.920, 23.339, -23.234], [12.074, 22.288, -22.475], [12.809, 21.979, -21.299], [12.215, 21.011, -20.430], [12.491, 23.581, -24.615], [13.628, 24.343, -21.553], [12.121, 25.031, -22.401], [13.693, 25.406, -22.965], [13.890, 22.880, -23.422], [12.008, 21.433, -23.148], [11.100, 22.659, -22.156], [12.113, 20.059, -20.952], [11.257, 21.362, -20.046], [12.908, 20.837, -19.607], [12.280, 22.730, -25.116], [11.596, 24.048, -24.650], [17.889, 20.144, -22.503], [16.679, 20.858, -23.165], [16.012, 21.803, -22.279], [17.585, 19.434, -21.342], [18.618, 20.916, -22.257], [18.381, 19.503, -23.234], [15.963, 20.196, -23.652], [17.068, 21.438, -24.002], [15.081, 21.572, -22.235], [16.644, 19.312, -21.487], [15.432, 22.207, -18.867], [14.516, 23.372, -18.428], [14.888, 23.904, -17.174], [15.523, 21.292, -17.732], [16.483, 22.448, -19.021], [15.189, 21.618, -19.752], [13.449, 23.154, -18.398], [14.435, 24.119, -19.217], [14.593, 23.251, -16.535], [16.406, 21.550, -17.455], [13.219, 22.400, -14.593], [12.720, 21.195, -15.422], [12.950, 21.202, -16.841], [14.586, 22.519, -14.695], [13.087, 22.284, -13.517], [12.797, 23.329, -14.977], [11.695, 20.940, -15.153], [13.173, 20.280, -15.041], [13.903, 21.098, -16.898], [14.871, 23.248, -14.139], [11.574, 18.696, -23.712], [10.821, 19.055, -22.843], [11.231, 18.197, -24.863], [12.811, 18.672, -23.526], [10.252, 17.952, -24.915], [11.923, 17.811, -25.489], [13.472, 18.357, -24.222], [13.089, 19.007, -22.615], [9.572, 14.755, -20.225], [9.708, 13.658, -19.761], [10.530, 15.576, -20.390], [8.443, 15.210, -20.649], [10.290, 16.517, -20.668], [11.439, 15.378, -19.997], [8.275, 16.142, -20.998], [7.627, 14.646, -20.462], [13.251, 14.085, -18.677], [12.995, 15.148, -19.194], [12.631, 13.007, -18.951], [14.263, 13.980, -17.836], [11.805, 13.156, -19.513], [12.893, 12.057, -18.733], [14.617, 13.061, -17.612], [14.839, 14.781, -17.618], [16.235, 16.306, -15.933], [15.760, 16.139, -17.028], [15.652, 16.247, -14.802], [17.464, 16.610, -15.751], [14.681, 15.970, -14.810], [16.078, 16.200, -13.887], [18.035, 16.653, -16.583], [17.819, 16.625, -14.806], [18.917, 17.123, -18.738], [19.393, 16.360, -17.944], [19.601, 17.676, -19.708], [17.677, 17.486, -18.655], [19.106, 18.327, -20.300], [20.598, 17.546, -19.801], [17.204, 18.079, -19.323], [17.119, 16.898, -18.054], [14.513, 18.151, -20.623], [14.917, 18.855, -21.509], [14.588, 18.306, -19.329], [13.847, 17.019, -20.938], [14.353, 17.587, -18.661], [14.954, 19.150, -18.910], [13.800, 16.350, -20.183], [13.568, 16.731, -21.865]]
}


Record 2
{
  "formula": "C24H82N4O15",
  "method": "the ωB97M-V functional and the def2-TZVPD basis",
  "fmax_ha_per_bohr": 0.0780,
  "charge": 0,
  "energy_ha": -2310.9064,
  "orbital_gap_ev": 9.29,
  "relative_energy_kcal_mol": 135.8,
  "lumo_ev": -0.03,
  "elements": ["C", "C", "O", "H", "H", "H", "H", "H", "H", "C", "C", "O", "H", "H", "H", "H", "H", "H", "C", "C", "O", "H", "H", "H", "H", "H", "H", "C", "C", "O", "H", "H", "H", "H", "H", "H", "C", "C", "C", "O", "C", "N", "H", "H", "H", "H", "H", "H", "H", "H", "H", "H", "H", "C", "C", "C", "O", "C", "N", "H", "H", "H", "H", "H", "H", "H", "H", "H", "H", "H", "C", "C", "C", "O", "C", "N", "H", "H", "H", "H", "H", "H", "H", "H", "H", "H", "H", "C", "C", "C", "O", "C", "N", "H", "H", "H", "H", "H", "H", "H", "H", "H", "H", "H", "O", "H", "H", "O", "H", "H", "O", "H", "H", "O", "H", "H", "O", "H", "H", "O", "H", "H", "O", "H", "H"],
  "xyz": [[3.918, -7.915, 2.530], [4.149, -7.025, 3.759], [5.455, -6.656, 4.039], [4.766, -8.547, 2.268], [3.626, -7.322, 1.664], [3.203, -8.720, 2.699], [3.635, -7.421, 4.635], [3.690, -6.092, 3.434], [5.588, -6.656, 4.990], [-1.443, -8.081, -2.912], [-2.712, -7.122, -3.076], [-3.331, -6.755, -1.883], [-0.895, -8.243, -3.840], [-1.841, -9.039, -2.578], [-0.732, -7.797, -2.136], [-3.569, -7.603, -3.547], [-2.591, -6.182, -3.613], [-4.179, -7.205, -1.879], [-5.610, -0.047, 3.666], [-6.345, -0.603, 2.402], [-7.521, -1.176, 2.928], [-5.755, -0.764, 4.474], [-5.962, 0.951, 3.927], [-4.529, -0.094, 3.533], [-5.755, -1.406, 1.960], [-6.532, 0.144, 1.631], [-7.326, -1.662, 3.732], [-1.591, -2.592, 8.963], [-1.551, -3.250, 7.607], [-2.770, -3.815, 7.208], [-2.419, -1.905, 9.134], [-0.688, -2.012, 9.155], [-1.530, -3.311, 9.780], [-0.721, -3.922, 7.389], [-1.303, -2.458, 6.900], [-2.545, -4.452, 6.525], [-3.269, 12.661, -4.213], [-4.593, 12.247, -3.568], [-4.710, 10.756, -3.173], [-4.437, 9.892, -4.305], [-4.331, 8.558, -4.127], [-4.782, 13.086, -2.397], [-3.242, 13.750, -4.195], [-3.130, 12.269, -5.221], [-2.351, 12.217, -3.830], [-5.342, 12.306, -4.356], [-5.782, 10.717, -2.981], [-4.218, 10.385, -2.274], [-5.230, 8.249, -3.594], [-3.478, 8.367, -3.475], [-4.184, 7.981, -5.040], [-3.951, 12.883, -1.859], [-5.627, 12.689, -2.013], [5.924, -3.614, -5.813], [5.188, -4.899, -5.563], [5.587, -5.603, -4.206], [6.939, -5.969, -4.178], [7.505, -5.906, -2.900], [3.791, -4.483, -5.640], [5.743, -3.140, -6.778], [7.006, -3.745, -5.791], [5.911, -2.822, -5.064], [5.303, -5.507, -6.460], [4.956, -6.488, -4.122], [5.280, -4.910, -3.422], [7.472, -4.914, -2.448], [8.517, -6.301, -2.989], [7.010, -6.536, -2.161], [3.113, -5.206, -5.446], [3.641, -4.211, -6.601], [-0.039, 5.318, 4.220], [1.058, 5.954, 5.005], [2.173, 4.929, 5.525], [1.539, 3.871, 6.286], [2.401, 2.738, 6.510], [1.682, 6.999, 4.192], [-0.851, 5.979, 3.916], [-0.533, 4.547, 4.812], [0.466, 4.957, 3.324], [0.704, 6.366, 5.950], [2.993, 5.440, 6.028], [2.789, 4.486, 4.743], [3.183, 2.989, 7.227], [2.973, 2.350, 5.668], [1.809, 1.902, 6.884], [2.013, 6.664, 3.299], [2.561, 7.281, 4.603], [0.642, -1.546, -1.203], [-0.159, -0.838, -0.065], [-1.184, 0.124, -0.675], [-2.207, -0.533, -1.475], [-3.039, 0.448, -2.188], [-0.700, -1.881, 0.658], [0.063, -1.834, -2.080], [1.103, -2.495, -0.929], [1.462, -0.888, -1.490], [0.650, -0.357, 0.485], [-0.757, 0.907, -1.301], [-1.799, 0.625, 0.073], [-3.036, 1.446, -1.751], [-4.072, 0.102, -2.199], [-2.704, 0.570, -3.218], [-1.423, -2.220, 0.039], [-1.237, -1.456, 1.401], [0.075, -0.457, -5.839], [-0.485, -0.768, -5.127], [0.726, -1.150, -5.952], [6.299, 2.267, -0.905], [6.332, 1.436, -0.430], [6.506, 2.929, -0.245], [1.748, 3.635, -5.842], [1.280, 2.800, -5.888], [2.070, 3.779, -6.731], [5.474, -1.435, 1.781], [6.003, -1.771, 2.504], [4.816, -2.114, 1.629], [2.931, 4.264, -1.683], [2.873, 4.048, -2.614], [3.723, 3.820, -1.382], [-2.374, -7.189, 2.814], [-1.620, -6.904, 2.296], [-3.007, -7.497, 2.166], [-8.108, -3.886, -2.507], [-8.890, -3.351, -2.645], [-7.406, -3.403, -2.942]]
}


Record 3
{
  "formula": "C24H91BIN2O30",
  "method": "the ωB97M-V functional and the def2-TZVPD basis",
  "fmax_ha_per_bohr": 0.0623,
  "charge": 1,
  "energy_ha": -3658.0461,
  "orbital_gap_ev": 6.90,
  "lumo_ev": -4.06,
  "elements": ["C", "C", "C", "C", "C", "C", "C", "N", "C", "C", "C", "C", "O", "C", "C", "C", "C", "O", "C", "C", "O", "O", "C", "C", "N", "C", "C", "C", "C", "I", "C", "B", "O", "O", "H", "H", "H", "H", "H", "H", "H", "H", "H", "H", "H", "H", "H", "H", "H", "H", "H", "H", "H", "H", "H", "H", "H", "H", "H", "H", "H", "H", "H", "H", "H", "H", "H", "H", "H", "H", "H", "H", "H", "H", "H", "H", "H", "O", "H", "H", "O", "H", "H", "O", "H", "H", "O", "H", "H", "O", "H", "H", "O", "H", "H", "O", "H", "H", "O", "H", "H", "O", "H", "H", "O", "H", "H", "O", "H", "H", "O", "H", "H", "O", "H", "H", "O", "H", "H", "O", "H", "H", "O", "H", "H", "O", "H", "H", "O", "H", "H", "O", "H", "H", "O", "H", "H", "O", "H", "H", "O", "H", "H", "O", "H", "H", "O", "H", "H"],
  "xyz": [[-6.012, 0.492, 0.027], [-5.927, -0.762, -0.951], [-5.266, -0.414, -2.363], [-3.791, -1.000, -2.476], [-2.947, -0.040, -3.424], [-2.284, 1.073, -2.492], [-0.689, 0.920, -2.411], [-0.272, 0.323, -1.107], [0.078, -1.018, -1.003], [0.025, -2.014, -2.217], [1.265, -1.874, -3.208], [2.519, -2.716, -2.763], [0.820, -2.461, -4.460], [0.530, -1.622, 0.272], [0.962, -3.118, 0.373], [-0.165, -4.105, 0.905], [-1.644, -3.592, 0.730], [0.026, -4.541, 2.262], [0.579, -0.795, 1.505], [1.014, -1.415, 2.893], [2.165, -1.351, 3.228], [0.013, -2.038, 3.602], [-0.675, -1.148, 4.519], [-1.975, -0.445, 3.926], [-2.374, -0.919, 2.588], [0.196, 0.631, 1.344], [0.271, 1.587, 2.597], [1.581, 2.515, 2.511], [2.715, 1.881, 1.621], [4.670, 2.759, 1.959], [-0.239, 1.130, 0.035], [-0.679, 2.700, 0.022], [0.208, 3.709, -0.391], [-1.979, 3.015, 0.452], [-5.173, 0.475, 0.779], [-6.976, 0.375, 0.602], [-6.066, 1.463, -0.530], [-6.999, -1.045, -1.176], [-5.415, -1.643, -0.479], [-5.895, -0.926, -3.151], [-5.315, 0.684, -2.582], [-3.309, -0.991, -1.455], [-3.792, -2.047, -2.891], [-3.548, 0.454, -4.231], [-2.180, -0.682, -3.943], [-2.701, 1.085, -1.452], [-2.454, 2.069, -3.017], [-0.157, 1.897, -2.612], [-0.416, 0.268, -3.282], [-0.174, -3.070, -1.914], [-0.874, -1.695, -2.825], [1.512, -0.788, -3.341], [2.814, -2.347, -1.741], [3.372, -2.610, -3.490], [2.207, -3.789, -2.644], [0.726, -1.718, -5.090], [1.817, -3.152, 1.116], [1.381, -3.524, -0.582], [-0.078, -5.047, 0.278], [-1.801, -2.875, -0.113], [-2.280, -4.513, 0.485], [-1.996, -3.233, 1.728], [0.975, -4.619, 2.470], [0.011, -0.376, 4.979], [-1.003, -1.792, 5.385], [-1.884, 0.678, 3.886], [-2.826, -0.700, 4.621], [-3.239, -1.451, 2.607], [-2.389, -0.175, 1.897], [-0.666, 2.182, 2.749], [0.413, 0.981, 3.536], [1.954, 2.780, 3.540], [1.303, 3.498, 2.024], [2.494, 2.030, 0.527], [2.843, 0.777, 1.794], [0.755, 3.349, -1.121], [-2.112, 2.521, 1.285], [2.996, 0.458, -1.422], [3.488, 1.043, -2.013], [2.079, 0.725, -1.539], [1.703, -5.438, 5.429], [1.541, -4.540, 5.117], [1.146, -5.989, 4.864], [4.429, -3.669, 3.008], [5.174, -3.062, 2.932], [3.688, -3.103, 3.257], [-0.303, -7.557, 3.389], [-0.465, -6.657, 3.076], [-0.860, -8.105, 2.825], [-3.041, 4.185, -3.473], [-2.504, 4.880, -3.074], [-3.887, 4.618, -3.646], [4.939, 0.253, 3.911], [5.654, -0.283, 3.540], [4.136, -0.231, 3.677], [4.488, -0.093, -4.162], [3.807, -0.675, -4.520], [4.760, -0.527, -3.343], [-4.542, 4.517, -0.904], [-3.700, 4.388, -0.451], [-4.544, 3.835, -1.585], [2.692, 3.711, -1.837], [3.465, 3.833, -2.403], [2.175, 4.514, -1.972], [-5.555, -3.653, -1.818], [-5.143, -3.847, -2.668], [-6.223, -2.989, -2.027], [-4.703, 0.994, 3.456], [-5.099, 0.879, 4.327], [-4.685, 1.957, 3.333], [6.857, 1.341, -5.655], [6.449, 0.709, -5.048], [7.688, 1.576, -5.227], [7.921, -0.181, 3.506], [8.526, 0.559, 3.391], [8.494, -0.913, 3.773], [-3.746, -6.108, -0.426], [-3.326, -6.314, -1.270], [-4.376, -5.406, -0.642], [-4.716, 3.849, 3.295], [-3.977, 4.465, 3.231], [-5.464, 4.405, 3.545], [1.018, -1.815, -7.313], [0.377, -1.622, -8.008], [1.119, -2.774, -7.347], [3.665, 6.167, -1.271], [3.251, 5.525, -0.679], [4.491, 6.394, -0.827], [1.126, 7.883, -0.863], [1.838, 7.347, -1.238], [0.321, 7.411, -1.106], [-5.243, 2.182, -4.841], [-4.713, 2.880, -4.443], [-6.094, 2.599, -5.020], [1.355, 6.957, 1.995], [1.189, 7.864, 1.711], [0.806, 6.428, 1.407], [3.396, 8.260, -3.721], [2.719, 7.687, -4.097], [3.657, 7.813, -2.907], [-4.334, -9.432, -0.098], [-4.728, -9.534, 0.775], [-4.301, -8.476, -0.231], [4.299, 1.902, 6.317], [5.138, 1.771, 6.771], [4.309, 1.242, 5.611], [10.384, -1.709, 4.261], [10.995, -0.972, 4.147], [10.949, -2.444, 4.527]]
}